Entry 1:
C28H34FeI2N9O3 | ωB97M-V with the def2-TZVPD basis set

2S+1 = 2
Total charge = +2
Kohn-Sham gap (spin up / spin down) = 7.21 / 7.47 eV
Total energy = -3664.572030 Eh

Element x y z (Å)
H (-0.754854, 4.894310, -0.242242)
N (3.861491, 2.514217, -1.509947)
H (-0.047261, 5.073023, 2.019931)
N (0.826433, -0.217618, -0.077609)
H (0.511765, -0.325711, -5.864455)
H (1.510496, 2.776591, 5.259021)
H (5.675602, 2.052107, -2.380482)
C (-0.099139, 1.677697, 2.486324)
C (4.599826, 1.959230, -2.474501)
C (0.133691, 4.116065, 2.491440)
H (-0.732623, -5.185120, 2.503105)
C (-1.696527, -4.940121, 2.046260)
C (1.006192, 2.817330, 4.301313)
N (3.647154, 1.107227, 1.702955)
C (-1.648171, 0.744012, -4.503048)
C (2.548588, 2.405905, -1.672807)
O (-0.493701, 0.535267, 1.987103)
H (1.154688, 4.967138, 4.156474)
C (2.647115, 1.196802, -3.589035)
H (-0.865680, -2.039603, -1.637041)
C (-1.874852, -5.680460, 0.740072)
H (5.630341, -0.914184, 0.205688)
H (6.039909, 0.298560, 1.370882)
H (-3.248847, 0.935904, -1.546075)
N (3.240847, -0.526730, 0.056699)
Fe (-1.000735, 0.151043, 0.274597)
C (-2.157255, -2.700816, 2.987776)
C (-4.864890, 0.582340, 2.941302)
H (2.694840, 1.432839, 1.690595)
H (2.714193, 0.191311, -5.481647)
C (4.057998, 0.161289, 0.853929)
H (-5.343680, -0.341660, 3.237377)
H (-2.117783, 4.842795, 0.873505)
N (-1.317481, 0.226990, -1.790049)
C (-1.077451, 2.990783, 0.645668)
H (-1.783923, 0.937484, -5.560061)
N (-1.776365, -3.494281, 1.826661)
C (-0.886253, -5.126723, -0.260985)
H (-3.081486, -3.103711, 3.401898)
C (-0.623384, -3.090537, -1.632263)
H (0.574507, -0.421964, -2.279072)
H (0.141270, -5.377959, 0.017886)
C (2.016988, 0.459993, -4.695227)
H (-2.255039, 4.088207, -0.736553)
H (4.652586, 0.855795, -4.318604)
C (-1.591966, 4.281896, 0.101626)
I (-4.309991, 0.365077, 0.888526)
C (0.741059, 0.125152, -4.903632)
I (-3.280789, 1.020280, 4.270578)
H (-5.560978, 1.410223, 2.972573)
C (1.975749, -0.311536, 0.041540)
C (4.034734, 1.294526, -3.547456)
O (-1.369257, 1.959259, -0.014713)
O (-1.478053, -1.641019, 0.621960)
N (5.352245, -0.139350, 0.783505)
H (-1.380563, -2.750162, 3.753929)
N (-1.019335, -3.668718, -0.363184)
C (-0.331702, 0.016738, -2.660937)
H (4.306813, 1.650038, 2.234127)
H (-2.473215, -5.205617, 2.761576)
H (0.447664, -3.225307, -1.801449)
C (-2.474648, 0.718244, -2.266789)
H (-2.306944, -1.665041, 2.708064)
H (-2.893268, -5.549470, 0.370319)
N (1.896628, 1.784819, -2.645354)
C (-0.422732, 0.309237, -4.019006)
H (-1.066037, -5.534679, -1.254573)
C (-1.406081, -2.916398, 0.673357)
C (-2.686901, 0.957398, -3.608748)
C (0.571489, 1.646072, 3.724267)
H (-3.648509, 1.321741, -3.940964)
C (0.802423, 4.061413, 3.683533)
H (-1.171151, -3.579810, -2.438217)
C (-0.327371, 2.937464, 1.864644)
H (1.931294, 2.879027, -0.911996)
H (-1.703561, -6.745787, 0.884973)
H (0.703780, 0.689240, 4.211153)

Forces on atoms 1 to 6 (eV/Å):
0.0 0.0 0.0
0.1 -0.1 -0.1
0.0 0.0 0.0
0.0 0.3 0.1
0.0 0.0 0.0
0.0 0.0 0.0

Here are the Löwdin charges for atoms 1 to 8, given in e: 0.111, 0.086, 0.121, 0.160, 0.124, 0.121, 0.116, -0.359


Entry 2:
C28H34HgN3O2P | ωB97M-V with the def2-TZVPD basis set

2S+1 = 1
Total charge = 0
Kohn-Sham gap = 7.38 eV
Total energy = -1896.809800 Eh

Element x y z (Å)
C (-2.771925, -3.350998, 5.313882)
O (-0.535826, -2.187418, 0.804421)
C (0.636678, -1.245118, 3.736447)
H (-5.210993, -2.137806, 3.237808)
H (-1.407423, -1.110379, -1.458944)
C (-0.802920, 1.251999, -2.861474)
N (-1.109902, 0.284801, 3.125644)
Hg (0.144232, 1.601453, -0.968461)
H (-3.019912, 1.143667, -6.063348)
C (-4.056742, -3.103558, 4.811824)
H (1.075880, 5.004434, -0.706218)
H (2.044363, -1.884676, -0.758129)
H (4.124622, -1.134042, 5.454529)
H (0.140887, -2.702070, -3.483955)
H (3.187460, -0.851225, -1.662262)
H (-3.220841, -1.146800, 2.139221)
O (-0.523137, 2.242977, 2.027617)
C (0.768969, -0.673844, 5.005006)
C (2.030019, -0.615698, 5.611905)
H (-1.926522, -1.992347, -2.921378)
C (1.829622, -0.735053, -3.897077)
H (0.112796, 2.459670, 1.188072)
H (1.596483, -2.373581, 2.174953)
C (-1.847500, 2.382855, -4.735203)
H (-0.969066, 4.261984, -2.446663)
C (0.175585, -2.035076, -2.598151)
C (-0.718092, -1.107265, 3.024932)
P (1.233566, 3.346036, -2.444198)
H (0.962933, 2.464746, 0.346932)
H (-4.927244, -3.516537, 5.312846)
H (2.292816, -1.497555, -4.543733)
C (-3.104477, -1.761477, 3.032993)
C (1.791614, 4.790422, -1.514949)
H (3.827335, -2.256640, 3.240659)
C (-1.024994, 2.411305, -3.613683)
H (2.458537, 4.033142, -4.387181)
H (-0.198102, 4.400283, -4.050402)
C (-0.381240, 3.725502, -3.206414)
H (0.220265, -2.657804, -1.694859)
C (-1.328320, 0.028200, -3.298247)
C (-4.223999, -2.326348, 3.658810)
H (2.568700, 0.051935, -3.718218)
H (-1.267512, 0.772803, 4.001257)
C (-1.653123, -2.799946, 4.681956)
H (2.985459, -2.566328, -2.097986)
H (-2.631052, -3.964054, 6.201061)
C (-2.120830, 0.000767, -4.466862)
H (-0.101221, -0.266439, 5.529634)
C (-1.838450, -1.961928, 3.574162)
H (3.311638, 2.714387, -3.479980)
H (-0.645730, -2.992082, 5.057326)
H (2.122494, -0.132152, 6.580558)
C (-0.654161, 0.948677, 2.053534)
H (1.907285, 2.317111, -4.540697)
C (2.448067, -1.661478, -1.751747)
C (2.332800, 3.071465, -3.852742)
C (-0.506789, -1.167434, 1.485364)
H (1.893620, 5.656006, -2.188017)
H (2.768182, 4.550439, -1.062958)
C (-2.383158, 1.172382, -5.175482)
H (-2.552011, -0.962465, -4.793777)
C (1.728210, -1.853484, 3.124122)
N (-0.328649, 0.133643, 1.041642)
C (3.145198, -1.177673, 4.978872)
N (1.381692, -1.261905, -2.630993)
H (0.989696, -0.292963, -4.433671)
H (-2.048566, 3.319643, -5.267141)
C (-1.178935, -1.277580, -2.525596)
C (2.981657, -1.801498, 3.742794)

Forces on atoms 1 to 6 (eV/Å):
-0.1 0.1 -0.4
0.4 1.3 0.9
-0.2 -0.2 0.0
0.2 -0.1 0.2
0.1 0.1 -0.4
-0.7 -0.5 0.5

Here are the natural (NBO) charges for atoms 1 to 8, given in e: -0.211, -0.593, -0.035, 0.217, 0.226, -0.505, -0.596, 1.249


Entry 3:
C28H34IN2OPRu | ωB97M-V with the def2-TZVPD basis set

2S+1 = 6
Total charge = +1
Kohn-Sham gap (spin up / spin down) = 8.09 / 6.58 eV
Total energy = -2005.789726 Eh

Element x y z (Å)
P (0.383021, -1.541370, -1.247827)
C (-5.143909, 1.980927, -0.290545)
Ru (0.254004, 0.762116, -0.079638)
H (-1.028788, -1.466596, 1.367263)
C (-0.692934, -2.883404, -3.539316)
C (-4.969443, 3.315507, -0.658358)
C (0.336946, 4.984915, -1.482137)
C (-0.529062, 0.832058, 4.212782)
C (3.135514, 0.832243, 4.747022)
C (4.302829, 0.921395, 4.051448)
H (5.193929, 1.151530, 2.092637)
H (-0.894633, -4.922965, -0.083390)
C (2.753902, -2.311510, -0.019590)
H (3.821074, -2.086962, -0.015885)
H (1.898396, 3.472014, -1.601554)
H (0.010388, -4.542951, -1.539833)
H (0.793982, -4.464532, 0.041907)
H (-1.576070, -2.704325, -0.749827)
H (-6.140881, 1.582495, -0.157207)
H (-1.938204, -0.532420, -4.022026)
C (-0.711045, -2.491953, 1.182702)
H (0.758095, 5.940588, -1.736132)
C (-2.753555, 1.665287, -0.263964)
C (-1.601338, -0.623219, -2.988387)
C (0.882953, 3.752435, -1.400811)
N (-0.086443, 2.834429, -1.023857)
C (2.160034, -2.008168, -1.403974)
H (2.296629, -1.731387, 0.785830)
H (2.251705, -2.820127, -3.433688)
H (0.746719, 0.718757, 5.913735)
C (2.541350, -3.086362, -2.417882)
C (-0.578543, -2.812314, -0.307861)
C (-3.694109, 3.805963, -0.838483)
H (-1.419219, 0.376029, -2.598345)
H (-1.443134, 0.798980, 4.791402)
H (-3.582227, 4.836945, -1.150666)
H (2.606095, -1.071992, -1.754951)
H (2.112669, -4.056549, -2.171717)
H (0.415084, -1.035332, -3.558024)
C (3.064806, 1.068110, 2.011709)
H (-4.157755, 0.129132, 0.191301)
C (-1.223349, 3.518745, -0.898056)
C (-2.567299, 2.997728, -0.647190)
H (2.640243, -3.367423, 0.223816)
O (-1.722996, 0.859159, -0.040468)
H (3.147700, 0.747347, 5.826681)
H (0.230269, -2.653818, 1.711236)
H (3.627682, -3.198567, -2.408568)
H (-1.671007, 5.556501, -1.097556)
C (0.536960, 0.948607, 2.019556)
C (-0.594799, 0.903636, 2.803364)
H (-1.061439, -2.736033, -4.556070)
H (-2.421459, -1.060888, -2.414160)
I (3.115060, 1.365602, -0.061817)
C (1.882970, 0.853396, 4.086233)
C (-0.355579, -1.514919, -2.943374)
H (5.255812, 0.908295, 4.562439)
C (-0.129863, -4.263906, -0.499028)
C (-4.049394, 1.166239, -0.098986)
C (1.812550, 0.954554, 2.670512)
H (-5.824255, 3.958718, -0.811067)
H (-1.570123, 0.906437, 2.333485)
H (-1.457458, -3.152333, 1.627967)
H (-1.493970, -3.365047, -2.977044)
N (-0.988248, 4.821474, -1.157180)
C (0.680633, 0.791208, 4.835043)
C (4.270652, 1.053196, 2.646538)
H (0.151845, -3.565327, -3.590166)

Forces on atoms 1 to 6 (eV/Å):
0.0 0.0 0.0
0.0 0.1 0.0
-0.3 0.2 -0.1
0.0 0.0 0.0
0.0 0.0 0.0
0.0 -0.1 0.0

Here are the natural (NBO) charges for atoms 1 to 8, given in e: 0.916, -0.168, 1.320, 0.219, -0.616, -0.232, -0.066, -0.218